# 1
DFT (ωB97M-V with the def2-TZVPD basis set) results for a structure of composition C3H4Ag5BBr2F4O3 in a non-equilibrium geometry.

Values from the calculation:
- LUMO energy: -9.391 eV
- Charge: +2
- E_HOMO: -15.01 eV
- ΔE to the lowest compared entry with this formula, charge and spin: 3.8 kcal per mole
- Maximum force: 2.43 eV/A

Last column: Mulliken charge in e.
CARTESIAN COORDINATES (ANGSTROEM)
Ag -1.02 -3.30 0.03  0.818
Ag 2.37 -2.97 -0.77  0.759
Ag 1.90 -1.49 2.63  0.792
Ag 2.16 0.21 -2.06  0.752
Ag -1.50 -0.05 -1.30  0.535
C 0.78 -0.39 0.30  1.215
O -0.12 -1.23 0.71  -0.761
O 0.50 0.72 -0.28  -0.667
O 2.00 -0.84 0.27  -0.909
B 1.36 -4.46 1.63  1.003
F 0.97 -4.76 0.29  -0.524
F 1.76 -5.57 2.29  -0.256
F 2.39 -3.47 1.61  -0.490
F 0.22 -3.87 2.25  -0.465
Br -0.41 5.69 -0.25  -0.067
C -1.15 3.89 -0.46  -0.578
C -2.27 3.94 -1.47  -0.526
Br -3.10 2.20 -1.63  -0.076
H -1.54 3.59 0.51  0.373
H -0.38 3.16 -0.69  0.220
H -1.93 4.29 -2.44  0.418
H -3.00 4.70 -1.18  0.434

# 2
DFT (ωB97M-V with the def2-TZVPD basis set) results for a cluster of 2 separate species, C4H11S in total in a non-equilibrium geometry.

Values from the calculation:
- LUMO energy: 3.725 eV
- Charge: -1
- E_HOMO: -2.10 eV
- ΔE to the lowest compared entry with this formula, charge and spin: 56.8 kcal per mole
- Maximum force: 3.48 eV/A

Last column: Mulliken charge in e.
CARTESIAN COORDINATES (ANGSTROEM)
C -0.61 3.66 -0.02  -0.745
S -0.71 1.81 -0.41  -0.637
H 0.47 3.91 0.07  0.171
H -1.12 4.06 0.94  0.183
H -0.88 4.15 -0.99  0.167
C 0.73 -3.66 -0.22  -1.027
C 0.28 -2.44 0.79  -0.304
C 0.88 -1.16 0.26  -0.621
H 1.81 -3.96 0.11  0.208
H 0.07 -4.34 0.26  0.316
H 0.74 -3.61 -1.36  0.347
H -0.82 -2.52 0.60  0.289
H 0.66 -2.66 1.82  0.225
H 0.01 -0.50 0.25  -0.045
H 1.01 -1.29 -0.87  0.208
H 1.70 -0.54 0.81  0.264

# 3
DFT (ωB97M-V with the def2-TZVPD basis set) results for a cluster of 10 separate species, C36H73N4O12S in total in a non-equilibrium geometry.

Values from the calculation:
- LUMO energy: -3.276 eV
- Charge: +1
- E_HOMO: -10.48 eV
- Maximum force: 7.40 eV/A

Last column: Mulliken charge in e.
CARTESIAN COORDINATES (ANGSTROEM)
C 12.32 0.57 0.49  -0.864
C 10.75 1.09 0.72  -0.126
O 10.12 1.23 -0.60  -0.381
C 9.54 2.57 -0.80  -0.157
C 7.89 2.51 -0.59  -0.131
O 7.34 3.72 -1.22  -0.333
C 5.87 3.58 -1.46  -0.125
C 5.15 4.03 -0.04  -0.358
O 3.66 4.02 -0.15  -0.382
C 3.25 2.93 0.74  -0.425
N 1.75 2.73 0.84  0.086
C 1.07 1.77 0.08  0.226
N 1.83 0.84 -0.89  -0.282
C 0.72 -0.03 -1.43  0.121
N -0.57 0.45 -0.80  0.185
S -2.17 -0.17 -1.11  -0.055
N -0.43 1.53 0.10  -0.103
H 12.35 -0.22 -0.37  0.267
H 13.02 1.51 0.26  0.146
H 12.66 0.01 1.49  0.305
H 10.13 0.30 1.33  0.288
H 10.81 2.07 1.36  0.180
H 10.01 3.42 -0.15  0.048
H 9.73 2.90 -1.94  0.240
H 7.56 1.50 -1.11  0.164
H 7.68 2.45 0.58  0.123
H 5.53 4.22 -2.39  0.269
H 5.66 2.44 -1.63  0.144
H 5.53 5.11 0.30  0.270
H 5.54 3.26 0.77  0.250
H 3.82 1.96 0.42  0.349
H 3.62 3.22 1.84  0.262
H 1.14 3.29 1.49  0.156
H 0.96 -0.89 -2.19  0.280
H -3.03 0.89 -0.72  0.094
H -1.19 2.02 0.65  0.293
C -4.57 3.33 -2.22  -1.049
C -4.18 3.94 -0.90  0.850
O -3.08 3.73 -0.40  -0.568
C -5.20 4.82 -0.22  -1.092
H -3.74 2.72 -2.59  0.242
H -5.45 2.69 -2.09  0.319
H -4.78 4.12 -2.95  0.383
H -6.10 4.24 0.00  0.327
H -5.44 5.67 -0.86  0.342
H -4.78 5.19 0.72  0.284
C 3.97 -3.59 -3.87  -1.160
C 3.11 -2.37 -3.63  0.829
O 2.13 -2.43 -2.89  -0.582
C 3.50 -1.10 -4.32  -1.060
H 3.57 -4.43 -3.30  0.277
H 3.96 -3.84 -4.93  0.351
H 4.99 -3.39 -3.53  0.342
H 3.47 -1.24 -5.41  0.352
H 4.50 -0.79 -4.01  0.333
H 2.79 -0.31 -4.06  0.221
C 13.06 5.02 0.69  -0.875
C 12.36 5.17 2.02  0.900
O 11.29 4.61 2.24  -0.546
C 13.03 6.01 3.06  -1.206
H 12.46 4.38 0.04  0.088
H 13.17 6.00 0.22  0.366
H 14.04 4.55 0.84  0.314
H 13.14 7.04 2.70  0.340
H 14.01 5.59 3.32  0.327
H 12.41 6.03 3.97  0.299
C -5.71 -1.42 1.42  -0.671
C -6.04 -1.53 -0.05  0.818
O -6.11 -0.53 -0.76  -0.642
C -6.27 -2.90 -0.61  -0.683
H -5.57 -0.37 1.68  0.285
H -6.54 -1.82 2.01  0.003
H -4.79 -1.96 1.64  0.318
H -7.12 -3.37 -0.10  0.047
H -5.37 -3.51 -0.48  0.300
H -6.50 -2.83 -1.68  0.281
C -8.14 -4.02 5.33  -1.172
C -7.16 -4.01 4.20  0.778
O -7.42 -3.46 3.12  -0.469
C -5.83 -4.68 4.42  -1.096
H -9.06 -3.50 5.03  0.269
H -8.40 -5.06 5.59  0.361
H -7.72 -3.51 6.20  0.363
H -5.98 -5.74 4.63  0.354
H -5.30 -4.19 5.25  0.338
H -5.22 -4.59 3.51  0.241
C -0.48 -6.62 -2.17  -1.114
C -1.34 -5.41 -1.93  0.761
O -2.33 -5.46 -1.19  -0.558
C -0.96 -4.14 -2.62  -0.638
H -0.88 -7.47 -1.60  0.310
H -0.49 -6.88 -3.23  0.330
H 0.54 -6.43 -1.83  0.306
H -0.98 -4.28 -3.71  0.349
H 0.04 -3.83 -2.30  0.163
H -1.67 -3.35 -2.36  0.104
C 1.76 5.65 3.52  -0.821
C 0.80 6.49 4.32  0.694
O 1.10 6.94 5.42  -0.548
C -0.55 6.76 3.71  -1.074
H 2.69 5.54 4.09  0.352
H 1.33 4.66 3.35  0.104
H 1.98 6.14 2.57  0.379
H -1.08 5.82 3.55  0.290
H -0.44 7.30 2.77  0.320
H -1.14 7.38 4.40  0.298
C -9.93 -3.19 1.49  -0.522
C -11.27 -2.83 0.92  0.646
O -12.32 -3.18 1.47  -0.581
C -11.30 -2.02 -0.34  -0.995
H -10.07 -3.78 2.41  0.210
H -9.37 -3.79 0.77  0.167
H -9.37 -2.28 1.74  0.252
H -10.80 -2.56 -1.15  0.210
H -10.80 -1.05 -0.18  0.305
H -12.34 -1.83 -0.64  0.310
C -6.62 -6.97 -3.56  -1.097
C -7.58 -6.13 -2.77  0.836
O -7.28 -5.68 -1.66  -0.522
C -8.93 -5.86 -3.38  -0.987
H -5.69 -7.08 -3.00  0.263
H -7.05 -7.96 -3.73  0.338
H -6.40 -6.48 -4.51  0.331
H -9.46 -6.80 -3.54  0.352
H -8.81 -5.32 -4.32  0.322
H -9.52 -5.24 -2.69  0.160

# 4
DFT (ωB97M-V with the def2-TZVPD basis set) results for a cluster of 3 separate species, C4H7NO in total in a non-equilibrium geometry.

Values from the calculation:
- LUMO energy: 0.442 eV
- SMILES: C=CC#N.[H][H].C=O
- E_HOMO: -10.29 eV
- ΔE to the lowest compared entry with this formula, charge and spin: 78.1 kcal per mole
- Maximum force: 1.15 eV/A

Last column: Mulliken charge in e.
CARTESIAN COORDINATES (ANGSTROEM)
C -0.81 -1.54 -0.32  -0.557
C -1.69 -0.67 -0.79  -0.100
C -1.30 0.69 -1.07  0.357
N -0.95 1.77 -1.28  -0.432
H -1.10 -2.56 -0.08  0.259
H 0.23 -1.26 -0.16  0.192
H -2.72 -0.93 -1.00  0.318
H 0.92 -0.02 2.32  -0.210
H 0.30 -0.07 2.72  0.206
C 1.77 1.16 -0.09  -0.179
O 1.95 0.02 0.27  -0.446
H 2.23 1.55 -1.02  0.292
H 1.16 1.87 0.49  0.299